No. 1
C35H38GeO2Si2V | ωB97M-V/def2-TZVPD

Last column: Löwdin charge in e.
Element x y z (Å)
Ge: 0.190 -1.413 -0.647  0.92
V: -1.011 0.736 0.307  0.52
Si: -2.890 1.562 1.708  0.62
Si: -0.303 -0.431 2.405  0.54
O: -0.590 2.323 -0.081  -0.17
O: -1.977 0.291 -1.181  -0.22
C: -1.431 0.252 3.801  -0.32
C: -2.266 0.412 -3.488  0.01
C: 3.243 -0.315 -0.124  -0.07
C: 5.627 -0.459 0.177  -0.09
C: -1.426 3.050 -3.546  -0.02
C: 1.941 0.680 -3.978  -0.09
C: -0.792 2.988 -1.165  -0.30
C: 2.960 -4.473 0.507  -0.08
C: -1.820 2.438 -4.700  -0.07
C: 1.284 0.393 -2.789  -0.14
C: 1.532 -0.219 2.895  -0.19
C: 1.842 -2.377 -0.026  -0.25
C: 4.275 -2.460 0.357  -0.17
C: -2.577 0.996 3.502  -0.32
C: -3.501 1.256 4.519  -0.11
C: 1.802 -3.730 0.196  -0.12
C: -2.148 0.077 6.111  -0.09
C: -0.725 -2.293 2.523  -0.21
C: -1.387 2.367 -2.304  -0.09
C: -1.126 -2.850 -1.080  -0.22
C: -0.322 4.407 -1.137  0.03
C: -2.984 3.471 1.694  -0.21
C: 2.293 -0.349 -4.836  -0.10
C: -4.597 0.921 1.136  -0.20
C: 4.172 -3.853 0.579  -0.04
C: -1.877 1.008 -2.272  -0.30
C: -3.304 0.786 5.807  -0.10
C: 0.946 -0.912 -2.441  -0.29
C: 5.529 -1.802 0.400  -0.04
C: -1.220 -0.179 5.114  -0.12
C: -2.227 1.095 -4.673  -0.04
C: 1.980 -1.659 -4.500  -0.08
C: 3.101 -1.710 0.071  -0.18
C: 4.464 0.295 -0.076  -0.08
C: 1.307 -1.933 -3.318  -0.10
H: 2.883 -5.540 0.678  0.10
H: -2.518 0.598 -5.589  0.11
H: 6.589 0.037 0.195  0.10
H: 6.416 -2.391 0.603  0.11
H: 1.060 1.208 -2.110  0.08
H: -5.369 1.685 1.249  0.02
H: -3.691 3.842 2.438  0.03
H: 5.075 -4.409 0.803  0.11
H: -4.568 0.626 0.085  0.01
H: -0.727 -2.614 3.566  0.03
H: -1.601 -3.244 -0.180  0.01
H: -2.593 -0.619 -3.446  0.12
H: -1.984 -0.294 7.116  0.10
H: 2.818 -0.135 -5.758  0.10
H: -0.319 -0.735 5.357  0.10
H: 2.274 -2.467 -5.160  0.10
H: -4.892 0.048 1.722  0.03
H: -0.660 -3.677 -1.616  0.01
H: -1.903 -2.411 -1.704  0.00
H: 1.624 0.196 3.901  0.02
H: -4.397 1.829 4.295  0.10
H: -4.047 0.967 6.574  0.10
H: 4.545 1.364 -0.234  0.10
H: -3.308 3.831 0.712  0.02
H: -2.006 3.907 1.912  0.02
H: -1.718 -2.487 2.109  0.02
H: 2.037 -1.186 2.871  0.03
H: 2.357 0.277 -0.314  0.07
H: 1.073 -2.962 -3.065  0.10
H: -1.807 2.986 -5.632  0.11
H: 0.566 4.467 -0.510  0.10
H: -0.004 -2.905 1.979  0.00
H: -1.113 4.083 -3.591  0.10
H: -0.092 4.799 -2.122  0.08
H: 0.853 -4.251 0.125  0.09
H: -1.090 5.042 -0.688  0.11
H: 2.188 1.705 -4.231  0.10
H: 2.063 0.445 2.215  0.00

Spin multiplicity: 2
Energy relative to the best compared isomer or geometry (same formula, charge and spin): 1.456 eV
Maximum force: 0.088 hartree/bohr
Molar mass: 670.413 g mol⁻¹
E_tot: -5106.88055 hartree


No. 2
C35H38N6O2S2Tc | ωB97M-V/def2-TZVPD

Last column: Löwdin charge in e.
Element x y z (Å)
Tc: 0.394 0.071 0.177  1.48
S: -1.296 -1.468 -3.742  1.15
S: 2.777 -0.399 0.135  0.65
O: 0.465 -1.096 3.944  0.05
O: 0.412 0.174 2.142  -0.22
N: 0.396 -3.028 -0.520  0.04
N: 0.065 -0.363 -1.875  -0.07
N: 0.051 -4.185 -0.108  0.09
N: 0.411 2.115 -0.105  -0.08
N: 0.212 -2.122 0.460  -0.10
N: -0.360 -4.046 1.163  -0.07
C: -0.261 -2.764 1.504  -0.09
C: -2.909 -5.447 0.381  -0.07
C: 0.893 4.310 0.202  -0.08
C: -3.108 -4.008 2.435  -0.06
C: -2.617 -0.111 1.121  -0.09
C: 5.265 -0.345 -4.711  -0.04
C: -2.443 -5.234 1.818  -0.41
C: -0.363 2.871 -0.972  -0.36
C: -3.928 -0.544 0.956  -0.08
C: 2.287 -0.472 -5.352  -0.02
C: 1.023 -1.019 -5.310  -0.06
C: 1.061 -0.531 3.041  -0.58
C: 1.182 3.015 0.615  -0.36
C: -0.078 4.219 -0.796  -0.08
C: 2.559 -0.587 2.974  -0.16
C: 4.730 -0.605 1.943  -0.13
C: -1.348 2.351 -1.960  -0.04
C: -2.132 -0.847 -1.101  -0.29
C: -3.436 -1.307 -1.268  -0.04
C: 3.189 -0.727 4.215  -0.02
C: 0.320 -0.946 -4.111  -0.44
C: -1.691 -0.242 0.089  -0.22
C: 2.172 2.665 1.666  -0.06
C: 3.336 -0.527 1.806  -0.58
C: 4.269 1.822 -5.487  -0.04
C: -0.917 -5.164 1.915  -0.10
C: 0.895 -0.354 -2.990  -0.28
C: 2.872 0.166 -4.240  -0.15
C: -4.338 -1.149 -0.230  -0.08
C: 5.335 -0.721 3.177  -0.08
C: -1.112 -0.882 -2.137  -0.56
C: 4.719 1.443 -3.071  -0.06
C: 4.562 -0.781 4.331  -0.08
C: 2.160 0.226 -3.058  0.02
C: 4.268 0.771 -4.369  -0.56
H: 6.416 -0.768 3.239  0.10
H: 1.712 2.143 2.505  0.06
H: 2.554 0.718 -2.181  0.04
H: -2.103 1.716 -1.498  0.06
H: 5.333 -0.570 1.045  0.09
H: -0.598 -5.046 2.950  0.14
H: 1.353 5.200 0.602  0.09
H: 2.557 -0.788 5.091  0.12
H: 5.264 2.261 -5.585  0.09
H: -0.510 -2.337 2.464  0.13
H: -2.717 -6.113 2.410  0.14
H: 5.025 -0.872 5.304  0.10
H: 2.838 -0.527 -6.281  0.11
H: -3.992 -5.575 0.353  0.08
H: -1.855 3.201 -2.416  0.08
H: -0.542 5.022 -1.348  0.09
H: -0.873 1.785 -2.765  0.06
H: -2.663 -4.584 -0.242  0.07
H: -4.189 -4.147 2.474  0.09
H: -0.454 -6.061 1.506  0.13
H: 2.625 3.583 2.038  0.08
H: 5.725 1.846 -3.205  0.09
H: -2.448 -6.328 -0.068  0.08
H: 0.590 -1.483 -6.186  0.11
H: 6.272 0.068 -4.800  0.09
H: -3.747 -1.771 -2.197  0.10
H: 2.963 2.023 1.275  0.04
H: -4.640 -0.417 1.763  0.11
H: 4.062 2.271 -2.797  0.09
H: -2.925 -3.112 1.836  0.06
H: -5.359 -1.490 -0.342  0.10
H: 5.275 -1.107 -3.929  0.09
H: -2.308 0.333 2.061  0.10
H: 3.562 2.623 -5.264  0.09
H: 3.998 1.390 -6.451  0.08
H: -2.756 -3.819 3.451  0.09
H: 4.746 0.739 -2.237  0.07
H: 5.019 -0.832 -5.655  0.08

Spin multiplicity: 4
Energy relative to the best compared isomer or geometry (same formula, charge and spin): 0.000 eV
Maximum force: 0.026 hartree/bohr
Molar mass: 736.863 g mol⁻¹
E_tot: -2712.77335 hartree


No. 3
C35H39BFN7O12P | ωB97M-V/def2-TZVPD

Last column: Löwdin charge in e.
Element x y z (Å)
P: 4.037 1.407 0.181  0.85
F: 5.208 2.138 2.317  -0.08
O: 2.958 2.259 2.538  -0.02
O: 2.427 -4.972 6.952  0.07
O: 0.709 -4.169 5.927  0.09
O: 3.880 0.751 4.157  -0.03
O: -3.337 3.002 -2.218  0.05
O: -3.066 -0.556 2.882  0.08
O: 0.382 -0.549 -1.829  0.08
O: -3.346 5.042 -1.537  0.05
O: -2.695 1.565 2.756  0.09
O: -1.179 -1.790 -2.664  0.07
O: -4.232 0.656 -6.332  0.08
O: -4.287 1.238 -8.406  0.06
N: -2.866 3.921 -1.570  -0.35
N: -4.111 1.472 -7.222  -0.35
N: 1.568 -5.010 6.092  -0.35
N: -3.345 0.570 2.514  -0.35
N: 3.633 0.044 -0.527  -0.30
N: 3.317 -2.172 2.822  -0.11
N: -0.045 -1.343 -2.637  -0.34
C: -5.357 -0.375 1.461  -0.01
C: 2.206 -1.339 -3.597  0.01
C: 2.521 -7.153 5.345  -0.01
C: 2.867 -0.776 2.611  -0.17
C: 0.095 2.180 -0.141  -0.04
C: -6.525 -0.216 0.732  -0.07
C: 2.691 -2.604 -5.583  -0.08
C: -6.094 2.142 0.540  -0.07
C: 3.922 1.486 2.030  -0.59
C: 0.633 -6.218 4.165  0.00
C: -6.895 1.041 0.275  -0.08
C: -4.925 1.990 1.268  -0.01
C: -1.103 4.687 -0.040  -0.01
C: 0.903 -1.796 -3.663  -0.14
C: -4.575 0.734 1.722  -0.14
C: 2.531 -8.226 4.470  -0.07
C: 1.599 -8.295 3.443  -0.08
C: 0.651 -7.293 3.293  -0.07
C: -3.112 4.430 -5.183  -0.05
C: 0.474 -2.654 -4.658  -0.01
C: 3.916 -2.372 4.149  -0.14
C: -1.070 2.407 -0.851  0.00
C: -3.234 5.081 -7.497  -0.07
C: 3.993 0.210 2.866  -0.31
C: -3.608 3.795 -7.845  -0.01
C: -3.728 2.843 -6.850  -0.15
C: 1.378 -3.057 -5.626  -0.08
C: 1.572 -6.164 5.177  -0.15
C: -1.651 3.664 -0.798  -0.16
C: -2.982 5.397 -6.168  -0.07
C: 0.673 3.199 0.606  -0.04
C: 3.104 -1.751 -4.568  -0.06
C: -3.489 3.140 -5.520  0.01
C: 0.064 4.447 0.665  -0.05
C: 3.317 3.176 5.037  -0.05
B: 2.991 1.940 4.044  -0.70
H: 1.830 1.549 4.289  0.10
H: 3.809 2.762 5.914  0.04
H: 4.952 -0.268 2.698  0.15
H: -0.548 -3.001 -4.683  0.12
H: -7.147 -1.075 0.523  0.10
H: 3.811 -3.417 4.422  0.06
H: -5.063 -1.350 1.818  0.12
H: -4.305 2.850 1.473  0.12
H: 3.269 -9.007 4.587  0.10
H: -6.378 3.121 0.180  0.11
H: -3.803 3.542 -8.876  0.11
H: 3.453 -1.778 4.930  0.08
H: -0.100 -5.433 4.053  0.12
H: 1.059 -3.723 -6.415  0.10
H: -7.810 1.162 -0.291  0.10
H: -3.135 5.837 -8.264  0.10
H: -3.590 2.388 -4.752  0.11
H: -2.919 4.677 -4.150  0.09
H: 1.615 -9.131 2.756  0.10
H: 2.518 -0.682 -2.795  0.09
H: 2.532 -0.712 1.584  0.09
H: 1.607 3.015 1.133  0.07
H: 0.509 5.237 1.253  0.11
H: 5.367 1.774 -0.082  0.01
H: 0.556 1.201 -0.176  0.09
H: 2.056 -0.544 3.286  0.11
H: 3.245 -7.089 6.143  0.12
H: 4.979 -2.191 4.106  0.07
H: 2.468 -2.722 2.827  0.08
H: 3.394 -2.919 -6.343  0.10
H: -1.572 5.659 -0.004  0.11
H: -1.510 1.613 -1.436  0.11
H: 3.247 2.500 -0.234  0.00
H: 3.996 3.920 4.617  0.04
H: 4.452 -0.302 -1.015  -0.05
H: 4.127 -1.406 -4.532  0.11
H: 2.420 3.685 5.360  0.03
H: -0.072 -7.346 2.491  0.11
H: -2.683 6.402 -5.900  0.11

Spin multiplicity: 1
Total charge: -1
Maximum force: 0.043 hartree/bohr
Molar mass: 810.518 g mol⁻¹
E_tot: -3108.96681 hartree


> The lowest spin multiplicity belongs to which entry?

C35H39BFN7O12P


> Among the records above, which one has the highest spin multiplicity?

C35H38N6O2S2Tc


> Which of these has the highest maximum force?

C35H38GeO2Si2V